Record 1
An isolated ion of composition C6H5N2 and charge +1 at a distorted geometry. Source: the Open Molecules 2025 dataset; level of theory: ωB97M-V with the def2-TZVPD basis set.

Each line ends with the natural charge from an NBO analysis.
CARTESIAN COORDINATES (ANGSTROEM)
N 2.26 0.14 0.02  -0.177
N -1.48 -1.24 0.01  -0.554
C -0.01 0.40 -0.07  -0.011
C 3.09 -0.66 0.00  0.460
C -2.19 -0.03 0.02  0.080
C 1.23 0.96 0.00  -0.056
C -1.31 1.00 -0.05  -0.316
C -0.18 -1.10 -0.06  0.068
H -1.52 2.05 -0.09  0.257
H -3.26 -0.01 0.08  0.244
H 1.44 2.02 0.07  0.270
H 3.87 -1.38 0.03  0.296
H -1.94 -2.15 0.04  0.437

The value obtained for the molar mass is 105.12 g mol⁻¹. As for the net charge: +1. Its spin multiplicity is 1. As for the HOMO energy: -0.4750 Ha. As for the energy above the lowest of the compared OMol25 structures with the same formula, charge and spin: 2.771 eV.

=====

Record 2
C13H30AlCl2N3OP as an isolated structure at a distorted geometry. Source: the Open Molecules 2025 dataset; level of theory: ωB97M-V with the def2-TZVPD basis set.

Each line ends with the natural charge from an NBO analysis.
CARTESIAN COORDINATES (ANGSTROEM)
Cl 0.96 -2.05 -2.38  -0.612
Cl 2.95 1.36 -1.60  -0.616
P 0.37 -0.10 1.45  2.485
Al 1.85 -0.45 -1.22  1.615
O 0.50 0.03 -0.06  -1.212
N 1.12 -1.45 2.06  -0.814
N 1.12 1.15 2.21  -0.807
N -1.19 -0.32 1.89  -0.829
C -0.19 1.17 -2.97  -0.204
C -2.65 -0.06 -3.65  -0.395
C -0.24 0.33 -4.22  -0.478
C 0.46 -2.74 1.80  -0.408
C -1.48 -0.43 3.33  -0.409
C 1.36 1.10 3.65  -0.427
C 2.55 -1.47 2.04  -0.633
C 3.24 -1.48 -0.32  -1.479
C -1.65 0.18 -4.79  -0.386
C -2.60 1.04 -2.58  -0.432
C -1.20 1.46 -2.23  -0.194
C -2.30 0.21 1.09  -0.398
C 0.93 2.52 1.70  -0.406
H 0.10 -0.69 -3.97  0.262
H 4.20 -0.97 -0.34  0.203
H -3.66 -0.14 -4.05  0.190
H -1.69 -0.65 -5.50  0.199
H -2.41 -1.02 -3.17  0.207
H -0.78 -1.11 3.82  0.231
H 0.47 0.70 -4.99  0.204
H 2.29 1.66 3.86  0.197
H -3.22 0.01 1.65  0.192
H 3.35 -2.48 -0.76  0.204
H -2.22 1.30 0.93  0.183
H -3.15 0.73 -1.68  0.197
H 0.81 2.52 0.61  0.239
H 0.81 1.60 -2.78  0.241
H 0.55 1.58 4.22  0.162
H 0.94 -3.49 2.44  0.190
H 0.05 3.00 2.17  0.163
H -2.37 -0.30 0.12  0.222
H 2.89 -2.32 2.64  0.138
H -3.13 1.92 -2.98  0.193
H 0.56 -3.05 0.75  0.213
H -1.08 2.06 -1.32  0.195
H -2.49 -0.84 3.42  0.193
H -1.46 0.55 3.82  0.177
H 3.01 -1.67 0.88  0.271
H 1.49 0.08 4.00  0.241
H 1.82 3.11 1.95  0.200
H -0.60 -2.66 2.05  0.188
H -1.93 1.10 -5.32  0.180
H 2.95 -0.51 2.37  0.166

The value obtained for the molar mass is 373.26 g mol⁻¹. As for the net charge: -1. Its spin multiplicity is 1. As for the HOMO energy: -0.0150 Ha. As for the energy above the lowest of the compared OMol25 structures with the same formula, charge and spin: 2.800 eV.

=====

Record 3
An isolated molecule of C8H15NO3 at a distorted geometry. Source: the Open Molecules 2025 dataset; level of theory: ωB97M-V with the def2-TZVPD basis set.

Each line ends with the natural charge from an NBO analysis.
CARTESIAN COORDINATES (ANGSTROEM)
O 3.98 -0.49 0.29  -0.510
O 2.24 0.78 -0.12  -0.545
O 0.04 0.97 -0.59  -0.529
N -1.23 -2.05 -1.05  -0.623
C 0.79 -1.22 0.06  -0.544
C -2.11 1.44 0.46  -0.425
C -0.07 -1.60 -1.14  0.358
C 0.61 -1.42 -2.47  -0.678
C 0.94 0.30 0.22  0.389
C -2.11 0.52 1.69  -0.615
C 3.23 0.30 0.69  0.645
C -0.73 1.98 0.06  -0.062
H -3.01 -0.10 1.63  0.217
H 0.70 0.54 1.26  0.151
H -2.16 1.08 2.62  0.208
H -1.48 -2.11 -0.06  0.319
H 3.36 0.68 1.71  0.113
H 1.75 -1.72 -0.10  0.244
H 0.35 -1.69 0.94  0.216
H -2.71 2.31 0.72  0.206
H 0.74 -0.36 -2.63  0.241
H -0.20 2.48 0.87  0.173
H 1.59 -1.88 -2.36  0.216
H -2.51 0.91 -0.40  0.222
H -1.28 -0.18 1.73  0.189
H 0.06 -1.90 -3.27  0.232
H -0.91 2.74 -0.70  0.194

The value obtained for the molar mass is 173.21 g mol⁻¹. Its spin multiplicity is 1. As for the HOMO energy: -0.3587 Ha. As for the energy above the lowest of the compared OMol25 structures with the same formula, charge and spin: 2.768 eV.

=====

Record 4
A 2-piece molecular cluster, C33H46BN2O7S2 overall at a distorted geometry. Source: the Open Molecules 2025 dataset; level of theory: ωB97M-V with the def2-TZVPD basis set.

Each line ends with the Löwdin charge.
CARTESIAN COORDINATES (ANGSTROEM)
S -2.75 -0.74 -0.05  0.917
S -4.95 -2.53 0.97  0.695
O -0.61 2.19 -3.42  0.120
O 1.43 -0.57 -2.27  -0.120
O -4.08 3.10 4.65  -0.113
O 3.30 -2.22 0.46  -0.101
O -3.04 2.03 2.94  -0.110
O 5.18 -1.76 -2.86  0.116
O -1.44 -0.03 -2.99  0.080
N 5.92 0.42 -3.15  -0.175
N -5.43 -0.28 -0.58  -0.127
C -0.25 -1.54 0.98  -0.237
C 7.96 0.46 1.29  -0.123
C -6.05 0.68 0.35  -0.199
C -3.09 4.39 2.95  -0.063
C -7.48 2.74 1.98  -0.084
C 6.11 -1.33 0.93  -0.166
C 4.91 -0.78 1.82  -0.273
C 7.56 -1.07 1.52  -0.251
C 2.24 -1.35 0.02  -0.245
C 2.57 -1.01 -1.52  -0.235
C 0.84 0.64 -1.77  -0.092
C -6.46 1.84 2.58  -0.046
C -3.43 3.04 3.57  -0.809
C -6.52 -0.98 -1.27  -0.260
C 1.92 -1.19 3.68  0.104
C -8.82 -2.22 -1.40  -0.063
C 5.31 -0.53 3.35  -0.080
C -8.69 -2.26 -2.89  -0.097
C -5.73 0.79 1.80  0.001
C -7.72 -1.56 -0.62  -0.033
C -6.43 -1.06 -2.76  -0.009
C -7.49 -1.70 -3.58  -0.084
C -7.81 2.63 0.52  -0.088
C -4.52 -1.20 0.10  -1.002
C 0.89 -2.20 0.09  -0.109
C 5.29 1.17 -4.27  -0.109
C 4.97 -0.60 -2.60  -0.396
C 3.81 -0.04 -1.69  -0.021
C 2.65 -1.70 2.84  -0.062
C -7.07 1.62 -0.26  -0.040
C -1.71 -2.11 0.59  -0.461
C 6.31 1.40 -2.10  -0.120
C 3.78 -1.93 1.78  -0.292
B -0.44 0.95 -2.74  -0.495
H -8.03 3.52 2.57  0.082
H 1.50 1.55 -1.83  0.112
H -6.21 1.96 3.68  0.097
H 6.18 0.19 3.44  0.075
H -9.52 -2.72 -3.49  0.081
H 2.18 -0.35 0.54  0.154
H 7.12 1.16 1.55  0.071
H 4.65 2.05 -3.94  0.079
H -7.29 1.56 -1.36  0.101
H 5.53 -1.52 3.84  0.092
H 0.43 0.57 -0.72  0.115
H -5.51 -0.63 -3.26  0.105
H -4.96 0.13 2.27  0.090
H 8.94 0.69 1.80  0.072
H -2.53 4.27 2.02  0.048
H 0.45 -2.45 -0.92  0.119
H -8.55 3.31 0.01  0.086
H -7.84 -1.51 0.49  0.100
H -0.09 -1.92 2.04  0.090
H 7.35 1.82 -2.28  0.099
H 6.09 1.61 -4.95  0.097
H 6.33 0.96 -1.06  0.055
H -2.31 0.34 -2.73  0.080
H 1.15 -0.77 4.37  0.075
H 4.49 0.22 1.46  0.138
H 4.46 -0.04 3.92  0.077
H -0.25 -0.42 1.02  0.094
H 1.14 -3.19 0.58  0.134
H 4.61 0.46 -4.82  0.103
H 2.87 -2.01 -1.97  0.167
H -7.37 -1.71 -4.69  0.087
H 5.99 -2.46 0.88  0.123
H 5.61 2.30 -2.04  0.091
H 3.54 0.98 -2.12  0.118
H 8.14 0.57 0.17  0.064
H 4.33 -2.86 2.13  0.155
H 8.27 -1.67 0.87  0.110
H -1.54 -2.91 -0.20  0.085
H -2.47 4.98 3.64  0.053
H 7.72 -1.44 2.57  0.097
H -4.00 4.95 2.74  0.055
H -2.16 -2.63 1.49  0.061
H 6.11 -0.97 -0.14  0.086
H 0.00 2.84 -3.03  0.093
H 4.26 0.17 -0.68  0.102
H -9.73 -2.63 -0.87  0.093

The value obtained for the molar mass is 657.68 g mol⁻¹. As for the net charge: -1. Its spin multiplicity is 1. As for the HOMO energy: -0.1633 Ha.

=====

Record 5
A 11-piece molecular cluster, C48H52Br6O18S2 overall at a distorted geometry. Source: the Open Molecules 2025 dataset; level of theory: ωB97M-V with the def2-TZVPD basis set.

Each line ends with the Löwdin charge.
CARTESIAN COORDINATES (ANGSTROEM)
Br 12.98 -5.23 -2.67  0.640
Br 8.40 3.22 -3.83  0.665
Br 7.41 6.47 -4.97  0.606
Br 7.86 -1.45 -11.73  0.611
Br 14.55 -3.53 -0.13  0.571
Br 8.65 1.07 -7.93  0.795
S 15.63 4.27 -9.23  0.581
S 10.44 3.78 -9.64  0.573
O 19.11 6.64 -1.25  0.122
O 11.29 -0.67 -4.70  0.095
O 10.37 -2.35 -8.19  0.084
O 16.22 -0.63 -4.98  0.107
O 13.40 4.12 -4.00  0.092
O 14.66 -5.52 -6.33  0.116
O 12.51 7.60 -9.44  0.102
O 14.94 3.40 -0.72  0.095
O 11.33 -6.90 -5.54  0.107
O 16.44 5.43 -8.98  -0.281
O 5.70 -0.55 -1.42  0.127
O 14.91 7.69 -4.71  0.100
O 6.84 -1.80 -6.50  0.101
O 9.28 3.52 -10.43  -0.279
O 11.15 2.33 -9.56  -0.281
O 10.35 4.33 -8.32  -0.305
O 14.71 4.32 -10.32  -0.269
O 14.81 3.84 -7.91  -0.263
C 7.33 3.62 -5.41  -0.653
C 6.07 -0.89 -2.51  -0.387
C 10.49 -3.40 -7.57  -0.376
C 17.05 5.89 -2.09  0.025
C 11.18 1.62 -5.25  -0.028
C 7.93 -0.92 -9.83  -0.683
C 8.94 0.18 -9.64  -0.650
C 18.09 6.03 -1.03  -0.391
C 5.54 -2.22 -4.55  0.018
C 11.71 2.83 -5.07  -0.009
C 16.75 4.47 0.32  0.021
C 11.02 -5.89 -6.15  -0.380
C 10.64 -4.63 -5.47  0.005
C 12.88 -2.87 -0.96  -0.638
C 12.63 0.76 -3.40  0.021
C 7.25 -0.42 -3.26  -0.001
C 15.65 2.55 -6.01  -0.058
C 12.36 2.19 -8.80  -0.264
C 14.37 7.69 -5.79  -0.394
C 11.62 4.66 -10.63  -0.096
C 16.80 2.92 -9.34  -0.093
C 7.57 -0.75 -4.50  0.013
C 12.85 -3.26 -2.44  -0.656
C 14.62 -1.99 -6.07  0.026
C 15.88 -1.73 -5.35  -0.396
C 13.05 7.02 -6.00  0.023
C 15.76 4.28 -0.77  -0.367
C 14.38 8.28 -8.17  0.029
C 11.07 -5.79 -7.63  0.030
C 10.40 -3.50 -6.11  0.013
C 17.80 5.27 0.19  0.011
C 13.12 7.54 -8.39  -0.370
C 14.96 8.31 -6.97  0.016
C 6.68 -1.63 -5.32  -0.387
C 12.48 6.92 -7.20  0.033
C 12.73 3.11 -4.05  -0.358
C 14.95 -4.39 -6.00  -0.395
C 10.89 -4.65 -8.29  0.015
C 14.20 -3.20 -6.42  0.041
C 16.14 -4.16 -5.14  0.024
C 16.65 -2.94 -4.98  0.019
C 5.27 -1.88 -3.29  0.015
C 11.61 0.45 -4.41  -0.382
C 15.57 3.90 -6.67  -0.253
C 13.06 1.98 -3.13  0.047
C 15.97 5.13 -1.98  0.027
C 7.80 4.90 -6.07  -0.688
C 12.48 0.76 -8.28  -0.057
H 6.30 3.71 -5.08  0.055
H 10.86 -4.56 -9.37  0.124
H 11.63 4.15 -11.59  0.085
H 10.31 1.46 -5.88  0.034
H 11.58 6.35 -7.38  0.106
H 14.00 -1.17 -6.41  0.102
H 10.61 -4.63 -4.38  0.087
H 13.11 0.80 -7.37  0.057
H 10.15 -2.58 -5.59  0.098
H 12.60 6.63 -5.10  0.116
H 15.26 5.10 -2.80  0.095
H 11.51 0.36 -8.00  0.042
H 11.27 5.68 -10.71  0.074
H 14.74 2.07 -5.68  0.062
H 17.54 -2.84 -4.37  0.123
H 16.53 4.40 -6.78  0.119
H 13.74 -2.87 -2.93  0.033
H 12.58 4.55 -10.14  0.026
H 17.19 6.52 -2.96  0.118
H 16.28 1.86 -6.59  0.072
H 12.37 2.82 -7.91  0.096
H 14.96 8.64 -9.01  0.127
H 16.68 -4.99 -4.69  0.126
H 11.29 3.62 -5.70  0.111
H 8.09 -1.78 -9.19  0.038
H 7.21 5.07 -6.96  0.063
H 5.01 -2.98 -5.11  0.121
H 4.45 -2.43 -2.83  0.122
H 12.75 -1.81 -0.76  0.053
H 16.31 2.74 -5.15  0.100
H 11.22 -6.67 -8.26  0.124
H 16.61 3.98 1.27  0.122
H 15.05 4.58 -5.99  0.106
H 13.27 2.34 -9.38  0.101
H 7.44 2.79 -6.11  -0.008
H 17.39 2.93 -8.44  0.064
H 9.93 -0.26 -9.60  0.040
H 12.11 -3.50 -0.52  0.043
H 17.39 3.10 -10.24  0.077
H 8.87 4.87 -6.23  0.023
H 13.78 2.16 -2.34  0.104
H 13.28 -3.30 -6.99  0.110
H 16.17 2.04 -9.50  0.073
H 12.95 -0.05 -2.75  0.113
H 8.48 -0.34 -4.94  0.089
H 11.90 -3.01 -2.90  0.041
H 18.44 5.40 1.06  0.123
H 8.87 0.92 -10.43  0.041
H 7.98 0.20 -2.75  0.098
H 13.02 0.04 -8.90  0.084
H 6.94 -0.56 -9.56  0.048
H 15.82 8.96 -6.91  0.125

The value obtained for the molar mass is 1460.48 g mol⁻¹. Its spin multiplicity is 1. As for the HOMO energy: -0.3714 Ha. As for the energy above the lowest of the compared OMol25 structures with the same formula, charge and spin: 0.000 eV.

=====

Record 6
An isolated ion of composition C5H6N4O2S2 and charge -2 at a distorted geometry. Source: the Open Molecules 2025 dataset; level of theory: ωB97M-V with the def2-TZVPD basis set.

Each line ends with the natural charge from an NBO analysis.
CARTESIAN COORDINATES (ANGSTROEM)
S -0.83 2.14 2.55  -0.487
S -0.55 -0.45 -1.17  0.190
O 0.17 0.12 -4.39  -0.741
O 1.57 1.79 -3.87  -0.802
N -2.52 0.06 3.14  -0.401
N -1.15 -0.37 1.52  -0.258
N -2.66 -1.18 2.61  -0.134
N -1.87 -1.46 1.69  -0.098
C -1.54 0.61 2.46  0.159
C 1.13 -1.20 0.83  -0.644
C -0.04 -0.13 0.52  -0.210
C 0.64 0.61 -2.00  -0.725
C 0.79 0.83 -3.66  0.820
H 1.62 -0.80 1.76  0.205
H 0.83 -2.29 0.75  0.226
H 0.19 0.97 0.64  0.281
H 1.99 -1.02 0.02  0.204
H 1.71 0.18 -1.95  0.198
H 0.51 1.60 -1.44  0.215

The value obtained for the molar mass is 218.26 g mol⁻¹. As for the net charge: -2. Its spin multiplicity is 1. As for the HOMO energy: -0.0507 Ha. As for the energy above the lowest of the compared OMol25 structures with the same formula, charge and spin: 0.000 eV.

=====

Results for LUMO energy: -0.221; 0.097; 0.029; 0.069; -0.074; 0.202 (in Ha, following the order of the records).